{
  "formula": "C44H121N11O11",
  "method": "ωB97M-V/def2-TZVPD",
  "charge": 0,
  "homo_energy_ev": -8.98,
  "orbital_gap_ha": 0.3395,
  "de_lowest_kcal_mol": 150.5,
  "e_tot_ev": -86492.70896,
  "lumo_energy_ev": 0.254,
  "symbols": ["C", "C", "C", "O", "C", "N", "H", "H", "H", "H", "H", "H", "H", "H", "H", "H", "H", "C", "C", "C", "O", "C", "N", "H", "H", "H", "H", "H", "H", "H", "H", "H", "H", "H", "C", "C", "C", "O", "C", "N", "H", "H", "H", "H", "H", "H", "H", "H", "H", "H", "H", "C", "C", "C", "O", "C", "N", "H", "H", "H", "H", "H", "H", "H", "H", "H", "H", "H", "C", "C", "C", "O", "C", "N", "H", "H", "H", "H", "H", "H", "H", "H", "H", "H", "H", "C", "C", "C", "O", "C", "N", "H", "H", "H", "H", "H", "H", "H", "H", "H", "H", "H", "C", "C", "C", "O", "C", "N", "H", "H", "H", "H", "H", "H", "H", "H", "H", "H", "H", "C", "C", "C", "O", "C", "N", "H", "H", "H", "H", "H", "H", "H", "H", "H", "H", "H", "C", "C", "C", "O", "C", "N", "H", "H", "H", "H", "H", "H", "H", "H", "H", "H", "H", "C", "C", "C", "O", "C", "N", "H", "H", "H", "H", "H", "H", "H", "H", "H", "H", "H", "C", "C", "C", "O", "C", "N", "H", "H", "H", "H", "H", "H", "H", "H", "H", "H", "H"],
  "xyz": [[7.030, -5.391, -2.098], [8.357, -4.830, -2.660], [9.635, -5.744, -2.677], [9.973, -6.110, -1.296], [11.172, -6.874, -1.214], [8.092, -4.371, -4.032], [6.337, -4.551, -2.059], [7.159, -5.666, -1.051], [6.661, -6.221, -2.702], [8.521, -3.906, -2.105], [10.440, -5.105, -3.039], [9.506, -6.670, -3.237], [11.296, -7.307, -0.222], [12.044, -6.392, -1.655], [10.972, -7.801, -1.750], [8.901, -3.990, -4.502], [7.366, -3.676, -3.933], [6.331, -3.876, 7.370], [6.398, -2.938, 6.205], [5.108, -2.963, 5.332], [4.870, -4.246, 4.896], [3.522, -4.418, 4.353], [6.658, -1.590, 6.675], [5.453, -3.681, 7.985], [7.262, -3.914, 7.935], [6.225, -4.890, 6.984], [7.245, -3.166, 5.557], [5.322, -2.377, 4.438], [4.245, -2.560, 5.862], [3.369, -5.446, 4.024], [3.318, -3.779, 3.493], [2.753, -4.286, 5.115], [6.873, -0.935, 5.938], [7.501, -1.586, 7.232], [5.476, 1.262, -2.003], [5.353, 1.633, -3.545], [6.648, 2.081, -4.260], [6.934, 3.430, -3.914], [8.081, 3.913, -4.579], [4.688, 0.502, -4.185], [4.684, 0.644, -1.579], [5.346, 2.178, -1.426], [6.426, 0.856, -1.655], [4.708, 2.511, -3.497], [6.514, 2.037, -5.341], [7.361, 1.354, -3.871], [8.959, 3.277, -4.468], [8.386, 4.871, -4.159], [7.905, 3.866, -5.654], [4.245, 0.813, -5.038], [3.898, 0.195, -3.635], [-3.460, -10.046, -6.956], [-2.494, -9.314, -6.019], [-1.247, -10.107, -5.458], [-0.561, -9.379, -4.443], [0.824, -9.764, -4.493], [-2.040, -8.178, -6.889], [-3.079, -10.309, -7.943], [-4.332, -9.399, -7.053], [-3.678, -11.023, -6.526], [-3.111, -8.855, -5.247], [-0.565, -10.411, -6.252], [-1.614, -11.016, -4.981], [1.418, -9.198, -5.211], [1.018, -10.835, -4.528], [1.180, -9.349, -3.550], [-1.481, -7.608, -6.271], [-1.379, -8.582, -7.537], [1.362, 7.111, -3.778], [1.542, 7.767, -5.051], [1.903, 9.300, -4.890], [2.025, 9.881, -6.202], [2.355, 11.244, -6.214], [2.567, 7.063, -5.727], [1.205, 6.036, -3.872], [0.432, 7.511, -3.374], [2.138, 7.354, -3.052], [0.641, 7.668, -5.657], [2.705, 9.558, -4.199], [1.060, 9.825, -4.440], [1.571, 11.719, -5.624], [2.412, 11.681, -7.212], [3.293, 11.424, -5.690], [3.367, 6.891, -5.135], [2.980, 7.668, -6.422], [-5.264, 3.508, -5.570], [-4.941, 3.142, -4.119], [-6.223, 2.722, -3.316], [-5.779, 2.621, -2.011], [-6.825, 2.429, -1.055], [-4.136, 1.934, -4.328], [-5.859, 4.389, -5.331], [-5.860, 2.838, -6.190], [-4.400, 3.837, -6.147], [-4.295, 3.832, -3.577], [-6.681, 1.801, -3.678], [-7.038, 3.445, -3.357], [-7.601, 3.133, -1.355], [-6.572, 2.726, -0.037], [-7.044, 1.366, -1.152], [-4.716, 1.201, -4.711], [-3.858, 1.581, -3.423], [1.283, 3.544, 7.866], [2.392, 2.887, 7.084], [2.649, 3.621, 5.722], [3.053, 5.008, 5.831], [3.198, 5.707, 4.606], [3.537, 2.852, 8.004], [1.084, 3.066, 8.825], [0.343, 3.423, 7.327], [1.467, 4.589, 8.115], [2.162, 1.869, 6.770], [1.691, 3.505, 5.215], [3.361, 3.082, 5.096], [2.551, 5.225, 3.873], [4.113, 5.713, 4.015], [2.766, 6.705, 4.683], [4.304, 2.324, 7.614], [3.889, 3.794, 8.100], [-5.161, -5.751, 7.330], [-5.705, -4.477, 8.022], [-7.119, -4.071, 7.609], [-6.986, -3.871, 6.188], [-8.122, -3.084, 5.693], [-5.646, -4.730, 9.443], [-4.970, -5.477, 6.292], [-5.832, -6.605, 7.421], [-4.190, -6.062, 7.715], [-5.087, -3.620, 7.756], [-7.434, -3.137, 8.075], [-7.927, -4.775, 7.808], [-9.075, -3.603, 5.792], [-8.001, -2.975, 4.616], [-8.092, -2.074, 6.102], [-4.679, -4.981, 9.592], [-6.089, -5.633, 9.529], [-8.205, -4.378, -6.158], [-7.593, -3.855, -4.882], [-7.692, -5.005, -3.786], [-7.369, -4.517, -2.506], [-7.340, -5.480, -1.411], [-6.217, -3.430, -5.002], [-9.293, -4.436, -6.124], [-7.805, -5.321, -6.530], [-8.054, -3.680, -6.981], [-8.221, -3.022, -4.566], [-7.152, -5.863, -4.186], [-8.723, -5.361, -3.769], [-6.894, -4.967, -0.558], [-6.670, -6.323, -1.579], [-8.312, -5.885, -1.133], [-5.774, -4.144, -5.562], [-5.811, -3.433, -4.077], [-3.158, 12.536, 4.202], [-2.244, 11.692, 5.046], [-2.068, 10.295, 4.443], [-3.308, 9.571, 4.498], [-3.327, 8.423, 3.699], [-0.905, 12.376, 5.129], [-3.351, 13.455, 4.755], [-4.056, 11.936, 4.050], [-2.727, 12.663, 3.210], [-2.677, 11.743, 6.045], [-1.301, 9.715, 4.956], [-1.697, 10.427, 3.427], [-2.593, 7.674, 3.997], [-2.980, 8.645, 2.690], [-4.311, 7.955, 3.682], [-0.403, 11.711, 5.699], [-0.995, 13.261, 5.607], [-2.432, 0.120, 2.482], [-1.524, -0.014, 1.186], [-1.839, -1.225, 0.323], [-0.773, -1.449, -0.651], [-0.753, -2.702, -1.198], [-1.570, 1.190, 0.397], [-2.440, -0.688, 3.214], [-3.481, 0.038, 2.198], [-2.389, 1.091, 2.975], [-0.508, -0.159, 1.553], [-2.831, -1.164, -0.124], [-1.881, -2.087, 0.989], [-0.407, -3.412, -0.446], [-0.041, -2.785, -2.019], [-1.636, -3.058, -1.729], [-2.492, 1.350, 0.019], [-0.897, 0.983, -0.328]],
  "atomic_forces_ev_per_a": [[1.151, 0.215, 0.184], [0.041, -0.202, -0.326], [-0.813, 0.659, 2.287], [0.027, 0.604, -0.621], [-1.338, -1.083, -0.633], [-0.371, -0.847, -0.092], [-0.312, -0.147, -0.357], [0.099, -0.359, -0.074], [-0.126, 0.093, 0.098], [0.778, -0.315, 0.759], [0.230, -0.250, -0.453], [-0.073, 0.161, -0.371], [0.212, 1.005, 0.367], [0.092, 0.193, 0.341], [0.310, -0.201, -0.720], [0.015, 0.247, 0.164], [0.068, 0.242, -0.556], [-0.112, -1.057, -0.289], [-0.084, 0.536, -0.824], [1.198, 0.744, 0.274], [-1.925, -1.941, -0.803], [0.885, -0.344, 0.457], [-0.310, 0.952, 0.598], [0.213, 0.192, 0.241], [-0.106, 0.412, 0.251], [-0.167, -0.076, -0.046], [-0.093, -0.894, -0.294], [-0.165, 0.736, -0.039], [-0.001, 0.237, 0.275], [0.616, -0.059, -0.021], [0.190, 0.308, 0.058], [0.102, 0.484, 0.243], [-0.249, -0.069, -0.408], [0.003, -0.148, 0.318], [0.481, 1.159, -0.204], [-0.905, 0.042, 1.938], [-1.120, -0.287, 1.029], [0.271, -0.464, 0.482], [0.239, -0.676, -0.051], [0.209, 0.029, -0.726], [-0.134, -0.364, -0.681], [0.248, 0.266, -0.056], [0.133, -0.231, -0.426], [-0.182, 0.251, -0.394], [0.090, -0.397, -0.171], [0.860, 0.218, -0.500], [0.076, -0.446, 0.467], [-0.509, 0.157, -0.384], [-0.081, 0.772, -0.254], [0.178, 0.018, -0.453], [0.142, -0.051, 0.391], [0.344, -1.098, 0.951], [1.133, 0.634, -1.840], [-2.129, 0.200, 0.391], [0.703, -0.589, -1.488], [-0.107, 1.551, 1.727], [0.084, -0.187, 1.282], [0.366, 0.508, -0.054], [-0.062, -0.387, -0.124], [-0.689, -0.014, 0.162], [0.377, -0.273, 0.454], [-0.073, 0.235, -0.327], [-0.098, -0.390, -0.060], [-0.339, -0.260, -0.721], [-0.266, -0.018, -0.130], [0.351, -0.473, 0.237], [0.274, 0.534, -0.079], [0.123, 0.032, -0.377], [-1.713, -0.102, 2.378], [1.137, 1.999, -1.073], [-1.875, 0.187, -0.812], [0.784, -1.296, -0.279], [-0.361, -0.018, 1.230], [1.698, -0.362, -1.535], [0.303, 0.034, -0.063], [-0.125, -0.116, 0.534], [0.227, -0.246, -0.058], [-0.149, 0.393, -0.019], [0.805, -0.506, -0.325], [-0.534, -0.068, 0.299], [-0.078, 0.745, -0.106], [-0.173, -0.481, -0.042], [0.303, 0.056, -0.030], [-0.049, -0.257, 0.568], [-0.196, 0.028, -0.665], [-0.661, 2.496, 1.075], [-0.650, -3.369, -1.827], [0.673, 1.460, -0.405], [0.727, 0.127, 1.846], [0.415, 0.197, -1.211], [0.972, -0.410, 1.097], [-0.471, 0.516, -1.172], [0.055, -0.403, 0.557], [0.094, -0.197, 0.256], [-0.553, 0.388, -0.133], [0.317, -0.451, -0.305], [-0.090, 0.581, -0.186], [-0.725, -0.480, 0.083], [0.671, -0.281, -0.167], [-0.900, 0.076, 0.535], [-0.141, -0.053, -0.277], [0.289, -0.230, 0.245], [-1.249, -0.357, 0.103], [1.487, 1.308, -0.039], [-0.165, 0.193, 0.215], [0.317, -0.684, 0.402], [-1.832, -0.725, -1.026], [0.192, -0.273, -0.375], [0.417, -0.314, -0.023], [-0.138, 0.490, -0.181], [0.115, 0.063, -0.434], [-0.230, -0.096, 0.245], [-0.271, 0.543, -0.402], [0.373, -0.160, 0.185], [-0.510, -0.136, -0.157], [0.904, -0.048, 1.062], [0.448, 0.119, 0.408], [0.125, -0.191, -0.111], [0.014, 0.258, 0.129], [-0.018, 1.118, -1.066], [-0.212, -0.954, -0.054], [0.765, 0.135, -1.328], [-2.030, 0.998, -0.068], [1.452, -0.781, -0.617], [0.031, 0.204, 0.660], [-0.273, -0.540, -0.291], [-0.189, 0.106, -0.148], [0.009, 0.224, 0.365], [0.176, -0.029, 0.110], [0.297, 0.182, 0.256], [0.151, -0.545, 0.127], [-0.054, 0.061, 0.626], [0.319, -0.071, -0.025], [-0.294, -0.108, 0.377], [0.323, 0.216, 0.554], [-0.450, -0.216, 0.519], [-0.078, 0.439, -1.087], [-0.635, -1.353, 1.754], [-1.545, 0.829, -0.949], [0.690, -0.857, 0.764], [0.520, 0.636, -0.612], [-0.217, 0.161, -0.661], [0.011, -0.315, 0.445], [0.084, -0.228, 0.326], [0.332, 0.257, 0.028], [0.117, 0.133, 0.293], [0.863, -0.102, 0.463], [-0.453, -0.007, 0.025], [-0.309, 0.251, -0.056], [0.045, -0.093, -0.571], [-0.259, 0.245, -0.243], [0.600, 0.008, 0.017], [0.247, 0.008, 0.068], [-0.220, -0.820, -0.251], [0.587, 1.229, -0.054], [-0.456, -0.133, 0.580], [0.292, 0.769, 0.126], [0.807, -0.307, -0.529], [-0.763, -1.619, -0.590], [-0.213, 0.172, -0.525], [-0.391, 0.410, 0.146], [0.116, 0.514, 0.071], [-0.158, -0.993, 0.193], [0.180, -0.064, 0.322], [-0.230, -0.022, -0.376], [0.060, -0.223, 0.649], [-0.431, 0.275, -0.439], [0.008, 0.338, 0.111], [0.803, 0.526, 0.360], [0.013, -0.057, 0.206], [-0.903, -0.448, -1.270], [-0.726, -0.225, 1.511], [0.691, -1.115, 0.504], [-1.265, 2.091, 0.851], [0.663, -1.575, -0.743], [0.747, 0.347, 0.461], [1.018, -0.071, 0.016], [-0.320, 0.277, -0.561], [0.615, -0.087, -0.120], [0.213, 0.150, -0.141], [-0.002, 0.243, -0.480], [0.101, -0.430, 0.054], [-0.334, -0.478, 0.078], [0.536, 0.619, 0.164], [-0.795, 0.181, 0.595], [-0.027, -0.078, -0.277], [-0.225, 0.615, -0.658]]
}